{"formula": "C15H21GeN5NiO4Se2", "method": "ωB97M-V with the def2-TZVPD basis set", "symbols": ["C", "H", "N", "H", "O", "H", "C", "C", "H", "O", "C", "N", "H", "H", "C", "H", "O", "C", "C", "C", "N", "C", "H", "H", "C", "C", "H", "H", "C", "H", "H", "H", "H", "O", "Se", "H", "Se", "Ni", "H", "Ge", "C", "N", "H", "H", "C", "C", "N", "H", "H"], "positions_angstrom": [[3.3608, 1.8809, -2.1565], [2.3811, -0.0048, 2.7694], [0.5142, -0.3918, 3.6080], [1.4474, -1.8241, 4.9022], [-3.8661, -0.1848, -2.6723], [-3.6181, 2.7057, 1.7221], [-2.8486, 0.7494, -0.7548], [-2.5837, -1.7904, 2.6110], [-3.2610, -0.9390, 2.5879], [-1.7319, -0.6874, -2.2200], [4.0635, -0.7564, -3.7241], [-1.7623, 0.7502, 0.0230], [2.0501, 0.8412, 4.3076], [1.2392, 1.3736, 2.8000], [1.6228, 0.5225, 3.3581], [1.5211, 0.2017, -5.3844], [-5.9196, 2.6372, 0.0564], [1.4136, -0.7180, -1.8850], [-5.2120, 1.8859, -0.5947], [3.8572, -1.5233, 2.4303], [4.8832, -1.7290, 2.9507], [0.5720, -1.5523, 4.3409], [-3.0466, -2.6242, 3.1334], [-2.3376, -2.0769, 1.5864], [1.5930, 0.9800, -4.6223], [-0.6339, -0.3648, 2.9448], [0.5800, 1.2745, -4.3458], [3.6864, -1.6424, -4.2388], [-0.6007, -2.2023, 4.1442], [3.9842, 1.5750, -1.3149], [4.6743, -0.1807, -4.4244], [-0.9536, -3.1431, 4.5246], [2.1064, 1.8418, -5.0562], [-5.6573, 1.3140, -1.7028], [0.4601, -2.2648, 0.6476], [4.6948, -1.0902, -2.8989], [2.2213, -0.8824, -0.0521], [-0.1892, -0.2803, -0.8290], [3.9837, 2.4198, -2.8745], [2.5520, 0.3124, -3.0286], [-3.8338, 1.5641, -0.1798], [-1.9787, 1.5423, 1.0977], [2.5920, 2.5589, -1.7825], [1.2858, -1.7267, -2.2878], [-3.2110, 2.0332, 0.9822], [-2.8183, -0.1041, -1.9821], [-1.3559, -1.4240, 3.2958], [-4.9431, 0.6963, -2.1157], [-0.9771, 0.4477, 2.3037]], "lowdin_charge": [-0.244, -0.030, -0.085, 0.126, -0.004, 0.100, -0.174, -0.011, 0.095, -0.051, -0.240, -0.053, 0.090, 0.094, -0.034, 0.004, 0.027, -0.807, -0.537, -0.490, -0.213, -0.042, 0.086, 0.065, -0.234, -0.124, 0.008, 0.006, -0.059, 0.005, 0.001, 0.117, 0.000, 0.074, 0.119, 0.010, 0.336, 0.255, 0.003, 0.661, -0.097, -0.049, 0.012, -0.031, -0.126, -0.570, -0.127, 0.042, 0.098], "e_tot_ev": -259789.59852, "de_lowest_kcal_mol": 0.0, "max_force_ev_per_a": 0.6, "total_charge": -2, "homo_ev": [-1.062, -1.428], "spin_multiplicity": 3}